No. 1
Below is a structure of composition ClH6Li2O3, with properties calculated with wB97M-V/def2-TZVPD.

Results
* E: -704.583728 a.u.
* ⟨S²⟩: 0.750
* charge: 0
* Kohn-Sham gap (alpha / beta): 3.0659 / 10.8501 eV
* multiplicity: 2
* lowest unoccupied orbital energy (alpha / beta): -1.12 / -0.12 eV
* HOMO level (alpha / beta): -4.19 / -10.97 eV
* relative energy (zero: lowest compared OMol25 entry of this formula, charge and spin): 0.000 eV

Last column: Löwdin charge in e.
CARTESIAN COORDINATES (ANGSTROEM)
Li (-0.68346, -2.63491, -1.54016)  0.365
Li (2.85838, -0.57302, -0.91446)  0.375
Cl (0.46021, -0.71665, -0.66864)  -0.312
O (-1.05174, 1.49141, 1.76129)  -0.072
H (-0.28399, 1.26189, 1.23775)  -0.032
H (-0.84983, 2.35693, 2.11671)  0.027
O (-0.86228, 1.41305, -3.15095)  -0.083
H (-0.41942, 0.83524, -2.52946)  -0.081
H (-1.66223, 1.68278, -2.69978)  0.027
O (0.88967, -1.46837, 2.43404)  -0.101
H (0.93164, -1.24774, 1.50356)  -0.136
H (0.67305, -2.40060, 2.45011)  0.021

---

No. 2
Below is the ion C3H5BrN3 with charge +1, with properties calculated with wB97M-V/def2-TZVPD.

Results
* E: -2855.112542 a.u.
* charge: +1
* Kohn-Sham gap (alpha / beta): 6.1936 / 6.1947 eV
* lowest unoccupied orbital energy (alpha / beta): -8.14 / -8.14 eV
* HOMO level (alpha / beta): -14.33 / -14.33 eV
* relative energy (zero: lowest compared OMol25 entry of this formula, charge and spin): 5.315 eV

Last column: Löwdin charge in e.
CARTESIAN COORDINATES (ANGSTROEM)
C (1.12281, -0.67967, 0.36152)  -0.071
C (0.34393, 1.59185, 0.34338)  -0.278
C (-0.14256, -1.35313, -0.06844)  -0.235
N (1.23194, 0.56972, 0.48795)  0.135
N (-0.31437, 1.89104, -0.66854)  0.173
N (-1.14575, -0.55060, -0.79126)  -0.383
Br (-2.71098, -0.13526, -0.05872)  0.969
H (1.95168, -1.26995, 0.75537)  0.154
H (0.20614, 2.23157, 1.20071)  0.139
H (-0.09555, -2.02321, -0.91395)  0.147
H (-0.32077, -1.83204, 0.94917)  0.162
H (-0.12652, 1.55968, -1.59718)  0.087

---

No. 3
Below is an isolated molecule of C7H13N, with properties calculated with wB97M-V/def2-TZVPD.

Results
* SMILES: C=C/C(CC)=C(\C)N
* E: -329.194852 a.u.
* charge: 0
* Kohn-Sham gap: 8.3708 eV
* lowest unoccupied orbital energy: 1.03 eV
* HOMO level: -7.34 eV
* relative energy (zero: lowest compared OMol25 entry of this formula, charge and spin): 2.085 eV

Last column: Löwdin charge in e.
CARTESIAN COORDINATES (ANGSTROEM)
C (-2.33559, 1.32518, 0.72088)  -0.036
C (-1.53215, 0.31541, 0.98424)  -0.155
C (-0.10169, 0.17810, 0.51997)  -0.253
C (0.86286, -0.56865, 1.34381)  -0.236
C (1.10611, -2.12827, 0.94213)  -0.094
C (0.28063, 0.43345, -0.79501)  -0.290
C (-0.36144, 1.28749, -1.95255)  -0.033
N (1.47407, -0.01596, -1.32483)  0.079
H (-3.36655, 1.17305, 1.02753)  0.046
H (-2.02590, 2.37771, 0.52233)  0.079
H (-1.99750, -0.58146, 1.38674)  0.102
H (0.47672, -0.44145, 2.42438)  0.122
H (1.85843, -0.07778, 1.43642)  0.102
H (2.17151, -2.33542, 0.74531)  0.056
H (0.58339, -2.68577, 1.75807)  0.067
H (0.54455, -2.39877, 0.01562)  0.071
H (-0.47704, 0.88398, -3.00542)  0.093
H (0.30583, 2.15625, -2.11080)  0.080
H (-1.27449, 1.66557, -1.54579)  0.025
H (1.68443, 0.06753, -2.29681)  0.080
H (2.12384, -0.63019, -0.79622)  0.093

---

No. 4
Below is an isolated molecule of C3H4S, with properties calculated with wB97M-V/def2-TZVPD.

Results
* SMILES: C=CC=S
* E: -514.820480 a.u.
* charge: 0
* Kohn-Sham gap: 8.2441 eV
* lowest unoccupied orbital energy: -0.51 eV
* HOMO level: -8.76 eV
* relative energy (zero: lowest compared OMol25 entry of this formula, charge and spin): 0.600 eV

Last column: Löwdin charge in e.
CARTESIAN COORDINATES (ANGSTROEM)
C (-0.65228, -0.04591, -0.01638)  0.029
C (0.46921, -0.73311, -0.27343)  -0.248
C (1.62126, -0.29018, 0.47607)  -0.696
S (3.07106, 0.15348, -0.16840)  0.637
H (-1.47488, -0.14108, -0.60230)  0.014
H (-0.90795, 0.76732, 0.74236)  0.105
H (0.66481, -1.35047, -1.07991)  0.076
H (1.51468, -0.32990, 1.61598)  0.082

---

No. 5
Below is a cluster of 2 separate species, C2H4OS2 in total, with properties calculated with wB97M-V/def2-TZVPD.

Results
* E: -950.034932 a.u.
* ⟨S²⟩: 2.014
* charge: 0
* Kohn-Sham gap (alpha / beta): 8.8467 / 5.8707 eV
* multiplicity: 3
* lowest unoccupied orbital energy (alpha / beta): 0.60 / -3.71 eV
* HOMO level (alpha / beta): -8.25 / -9.58 eV
* relative energy (zero: lowest compared OMol25 entry of this formula, charge and spin): 1.904 eV

Last column: Löwdin charge in e.
CARTESIAN COORDINATES (ANGSTROEM)
C (0.80260, 1.00923, -0.10087)  -0.124
C (1.09495, -0.30115, -0.30825)  -0.154
O (-2.54392, 0.58202, 0.14044)  -0.592
S (-1.75719, -2.23141, 0.48504)  0.327
S (-1.42692, -0.40719, 0.86314)  0.358
H (0.88482, 1.59190, 0.79049)  0.046
H (0.62521, 1.63822, -1.02147)  0.082
H (1.35857, -0.74288, -1.24475)  0.047
H (0.96187, -1.13873, 0.39623)  0.010

---

No. 6
Below is a cluster of 12 separate species, C53H96ClN7O27 in total, with properties calculated with wB97M-V/def2-TZVPD.

Results
* E: -4951.564556 a.u.
* charge: 0
* Kohn-Sham gap: 6.7646 eV
* lowest unoccupied orbital energy: -2.17 eV
* HOMO level: -8.94 eV

Last column: Löwdin charge in e.
CARTESIAN COORDINATES (ANGSTROEM)
C (1.90789, 1.17349, -2.00129)  0.011
N (0.46100, 0.82145, -1.79877)  -0.305
C (-0.27685, 2.10021, -1.54744)  0.028
C (-0.15529, 0.13361, -2.98666)  0.040
C (0.45921, -0.10747, -0.61896)  -0.093
C (-0.86406, -0.59445, -0.09062)  -0.202
O (-0.65640, -1.07471, 1.22134)  -0.118
H (2.22324, 1.66879, -1.09104)  0.071
H (2.03206, 1.75020, -2.91472)  0.106
H (2.40183, 0.23109, -2.25111)  0.092
H (-1.33914, 1.86094, -1.51370)  0.076
H (-0.14707, 2.77263, -2.39354)  0.098
H (0.03149, 2.50188, -0.58480)  0.085
H (0.25154, -0.87371, -3.02696)  0.080
H (0.18219, 0.64171, -3.88568)  0.081
H (-1.23179, 0.22308, -2.87692)  0.091
H (0.82726, 0.55381, 0.17444)  0.099
H (1.28499, -0.80712, -0.74800)  0.113
H (-1.40451, -1.34377, -0.67323)  0.113
H (-1.52936, 0.25694, 0.06957)  0.104
H (-0.02145, -1.84620, 1.19540)  0.055
Cl (3.27423, -2.85274, -2.74438)  0.668
O (3.08018, -4.27287, -2.96588)  -0.342
O (4.68819, -2.60548, -2.72821)  -0.321
O (2.60343, -2.09181, -3.78524)  -0.365
O (2.65290, -2.52044, -1.49745)  -0.387
C (-1.11969, -3.40100, -6.26146)  -0.069
C (-0.83788, -4.09341, -4.92517)  -0.411
C (0.13911, -5.31466, -5.06728)  -0.197
O (-0.39528, -6.46734, -5.64298)  -0.159
C (-1.50681, -7.02410, -5.00009)  -0.120
N (-0.26455, -3.08364, -4.01903)  0.051
H (-1.73747, -4.03483, -6.89957)  0.076
H (-0.28134, -3.08010, -6.88774)  0.077
H (-1.62092, -2.44978, -6.05828)  0.064
H (-1.81252, -4.46131, -4.61022)  0.109
H (0.52414, -5.49024, -4.05010)  0.114
H (1.03715, -4.94655, -5.56508)  0.133
H (-1.93295, -7.77622, -5.66091)  0.089
H (-2.31587, -6.37456, -4.65366)  0.075
H (-1.17924, -7.53300, -4.08125)  0.090
H (0.55856, -2.65051, -4.42495)  0.045
H (0.04609, -3.62933, -3.21904)  0.046
C (2.96661, -2.94835, 8.67791)  -0.066
C (1.74976, -3.04010, 7.76913)  -0.422
C (2.01443, -2.56629, 6.35149)  -0.220
O (0.81615, -2.24331, 5.67809)  -0.138
C (0.81705, -2.47341, 4.30428)  -0.115
N (1.37130, -4.47610, 7.71685)  0.014
H (3.74069, -3.60953, 8.28551)  0.082
H (2.74950, -3.20347, 9.71169)  0.074
H (3.37393, -1.93529, 8.60740)  0.075
H (0.86010, -2.58581, 8.22013)  0.137
H (2.61671, -3.28571, 5.78615)  0.137
H (2.68640, -1.69960, 6.40420)  0.092
H (1.00916, -3.51823, 4.01378)  0.072
H (1.55191, -1.85909, 3.77485)  0.060
H (-0.18043, -2.35056, 3.88326)  0.093
H (0.59227, -4.55434, 7.06309)  0.065
H (0.94869, -4.75340, 8.59817)  0.065
C (-1.05587, 1.48167, -6.12990)  -0.054
C (-0.16884, 2.55624, -6.81041)  -0.415
C (0.64995, 3.35065, -5.77556)  -0.197
O (-0.07772, 3.71400, -4.61517)  -0.251
C (-1.13087, 4.63127, -4.88064)  -0.096
N (0.72028, 1.89227, -7.77145)  0.036
H (-1.77762, 1.15654, -6.88250)  0.085
H (-1.67010, 1.92442, -5.34544)  0.061
H (-0.45575, 0.63688, -5.79928)  0.062
H (-0.89039, 3.12953, -7.39822)  0.125
H (1.18937, 4.18460, -6.24550)  0.131
H (1.47681, 2.74159, -5.39524)  0.122
H (-1.91440, 4.17265, -5.49160)  0.081
H (-0.71540, 5.49227, -5.41309)  0.096
H (-1.58049, 4.89331, -3.92472)  0.086
H (1.69134, 2.13456, -7.60261)  0.066
H (0.67782, 0.89227, -7.61150)  0.062
C (-3.82978, -1.02005, 2.13554)  -0.047
C (-5.18339, -1.43820, 2.68556)  -0.384
C (-6.30802, -0.70016, 1.92042)  -0.200
O (-6.05703, 0.68700, 1.74219)  -0.222
C (-5.94885, 1.43055, 2.95264)  -0.082
N (-5.27436, -2.89255, 2.35418)  0.020
H (-3.42686, -0.22399, 2.77380)  0.059
H (-3.83383, -0.57732, 1.13746)  0.077
H (-3.05983, -1.78397, 2.20754)  0.078
H (-5.27932, -1.36960, 3.76686)  0.139
H (-7.30812, -0.87568, 2.33118)  0.126
H (-6.28649, -1.00280, 0.86816)  0.118
H (-6.57638, 0.98789, 3.73367)  0.094
H (-6.42212, 2.40254, 2.81017)  0.090
H (-4.91170, 1.50881, 3.27181)  0.068
H (-5.52708, -2.97833, 1.37085)  0.063
H (-6.05500, -3.37480, 2.79591)  0.067
C (-5.25991, 3.39655, -0.86049)  -0.055
C (-4.17602, 2.46404, -1.37378)  -0.408
C (-4.67581, 1.04956, -1.59743)  -0.189
O (-3.58894, 0.24712, -2.00093)  -0.231
C (-3.79733, -1.11365, -2.23960)  -0.105
N (-3.72553, 3.03365, -2.67774)  0.048
H (-4.86542, 4.17883, -0.20902)  0.076
H (-5.97575, 2.94657, -0.15999)  0.072
H (-5.89510, 3.82139, -1.63782)  0.078
H (-3.34063, 2.48254, -0.66983)  0.120
H (-5.38826, 1.08433, -2.43260)  0.139
H (-5.09238, 0.68874, -0.64900)  0.111
H (-2.84144, -1.45174, -2.65539)  0.072
H (-4.52713, -1.27428, -3.03939)  0.097
H (-3.93096, -1.73310, -1.34655)  0.086
H (-3.29596, 2.26196, -3.18515)  0.052
H (-4.55518, 3.28539, -3.20377)  0.065
C (-0.27084, -4.27685, -0.01629)  -0.035
C (0.87269, -4.35307, 1.01066)  -0.369
C (2.00986, -5.31578, 0.64102)  -0.183
O (2.92129, -5.59193, 1.68985)  -0.183
C (2.32585, -6.22960, 2.80932)  -0.095
N (1.42859, -2.97553, 1.09904)  0.062
H (-1.03206, -3.57662, 0.31635)  0.065
H (-0.76416, -5.22996, -0.22287)  0.083
H (0.12484, -3.98714, -0.99524)  0.067
H (0.37770, -4.46763, 1.97793)  0.123
H (2.53832, -5.01042, -0.26318)  0.121
H (1.58842, -6.29419, 0.36017)  0.124
H (1.79577, -5.49799, 3.42281)  0.061
H (3.18453, -6.68621, 3.30028)  0.094
H (1.63559, -7.02134, 2.49568)  0.093
H (1.96739, -2.85544, 0.24103)  0.042
H (2.04789, -2.90977, 1.89860)  0.064
C (-2.06213, 1.52266, 5.10550)  0.076
C (-1.63563, 1.35351, 3.84804)  -0.268
C (-1.83103, 2.37946, 2.75607)  -0.329
O (-1.40938, 2.25163, 1.62502)  0.106
C (-2.66402, 3.51513, 3.12949)  0.069
C (-3.17245, 3.64530, 4.37353)  -0.238
C (-2.81492, 2.70385, 5.49447)  -0.321
O (-3.12295, 2.93977, 6.64309)  0.117
O (-3.93614, 4.66691, 4.73768)  0.114
O (-0.96956, 0.25077, 3.51444)  0.070
H (-1.81798, 0.76584, 5.83850)  0.143
H (-3.01532, 4.15994, 2.33494)  0.132
H (-4.17439, 4.57848, 5.67704)  0.124
H (-1.04402, 0.04939, 2.55155)  0.079
C (1.85586, 1.13871, 4.39010)  0.101
C (1.40049, 1.97252, 3.44151)  -0.210
C (1.83720, 1.90102, 2.01106)  -0.299
O (1.48996, 2.67612, 1.13965)  0.093
C (2.74278, 0.79802, 1.74569)  0.068
C (3.16859, -0.05126, 2.69457)  -0.208
C (2.76769, 0.04358, 4.12250)  -0.310
O (3.15467, -0.74984, 4.95267)  0.088
O (3.91438, -1.09700, 2.31573)  0.116
O (0.68265, 3.04885, 3.80527)  0.102
H (1.53763, 1.24655, 5.41924)  0.152
H (3.02200, 0.59227, 0.72082)  0.120
H (4.04621, -1.70312, 3.06429)  0.133
H (0.80115, 3.78658, 3.18995)  0.138
C (1.49375, 5.98763, -2.57682)  0.089
C (1.19528, 7.28499, -2.49161)  -0.229
C (1.64651, 8.15613, -1.39707)  -0.326
O (1.56431, 9.36246, -1.37278)  0.131
C (2.29014, 7.37459, -0.30958)  0.078
C (2.58860, 6.08265, -0.39939)  -0.218
C (2.30859, 5.21593, -1.59834)  -0.279
O (2.51454, 4.03639, -1.70787)  0.119
O (3.20002, 5.44575, 0.62636)  0.083
O (0.54507, 7.89414, -3.52018)  0.092
H (0.94281, 5.42533, -3.32640)  0.111
H (2.55352, 7.97614, 0.55092)  0.137
H (3.14956, 4.48807, 0.45922)  0.077
H (0.49132, 8.83479, -3.27970)  0.114
C (7.09809, 0.27746, 1.19372)  0.074
C (6.69288, 1.48071, 1.62292)  -0.228
C (5.73255, 2.37536, 0.88431)  -0.335
O (5.35151, 3.44010, 1.33732)  0.105
C (5.21542, 1.79335, -0.30353)  0.035
C (5.57931, 0.58677, -0.75463)  -0.217
C (6.44303, -0.35275, 0.04346)  -0.311
O (6.75055, -1.46408, -0.31881)  0.148
O (5.03653, 0.10670, -1.86466)  0.109
O (7.15875, 2.00005, 2.76828)  0.098
H (7.92913, -0.22050, 1.67179)  0.137
H (4.56875, 2.39193, -0.93766)  0.127
H (5.28444, -0.83881, -1.95500)  0.087
H (6.70338, 2.83458, 2.96615)  0.116

---

no.,largest force on an atom (eV/A)
1,0.672
2,3.048
3,2.741
4,3.447
5,5.813
6,3.490